{"formula": "C9H36N18O9", "method": "ωB97M-V with the def2-TZVPD basis set", "multiplicity": 2, "mol_weight_g_mol": 540.504, "orbital_gap_ev": [2.336, 9.000], "e_tot_ha": -2027.52606, "e_above_lowest_ev": 0.137, "charge": -1, "homo_energy_ev": [-0.3, -7.1], "s2": 0.75, "elements": ["O", "O", "O", "O", "O", "O", "O", "O", "O", "N", "N", "N", "N", "N", "N", "N", "N", "N", "N", "N", "N", "N", "N", "N", "N", "N", "N", "C", "C", "C", "C", "C", "C", "C", "C", "C", "H", "H", "H", "H", "H", "H", "H", "H", "H", "H", "H", "H", "H", "H", "H", "H", "H", "H", "H", "H", "H", "H", "H", "H", "H", "H", "H", "H", "H", "H", "H", "H", "H", "H", "H", "H"], "positions_angstrom": [[0.22601, -4.77106, -4.41466], [3.41428, 0.71634, 2.72797], [5.15541, -2.91588, -3.26748], [-2.61557, 1.45083, 0.24437], [-1.60503, 4.29945, 4.96442], [1.78540, -0.44743, -0.87880], [-4.47493, 0.32817, -2.49167], [-1.49284, 0.18093, 3.71277], [4.81468, 3.26363, -3.05980], [3.51959, 1.43865, -3.19045], [4.09275, 2.25896, -1.17999], [-0.71154, 5.55873, 3.48018], [2.10819, 0.79739, 4.53164], [-0.42310, -0.21837, -0.97293], [2.58989, -1.11469, 3.81660], [4.00562, -1.27408, -2.31666], [-0.72107, 3.38006, 3.15175], [-0.83220, -1.76349, 4.43849], [-0.89587, -3.16966, -3.38338], [-3.53910, -1.67958, -1.93372], [-4.08750, -1.25207, -3.98177], [-4.45601, 2.63926, 0.51929], [-3.54481, 1.71125, 2.22210], [-0.64694, -2.99547, -5.51280], [0.78896, 0.21096, 0.89842], [3.07389, -3.17204, -2.68577], [-1.81483, -1.67316, 2.54577], [4.16097, -2.48300, -2.86123], [-0.46696, -3.76530, -4.46668], [-1.41522, -1.04485, 3.52300], [-4.02417, -0.77910, -2.76581], [2.79757, 0.16331, 3.60655], [-1.00958, 4.40052, 3.89057], [-3.47677, 1.97938, 0.93693], [0.74559, -0.22676, -0.33929], [4.17843, 2.38558, -2.54419], [-1.00314, 6.31714, 4.08008], [3.28576, -4.11852, -2.96756], [-1.24843, -2.22453, -3.43372], [-0.95936, -2.74137, 4.22012], [1.88485, -1.38640, 4.48682], [-0.32143, -0.26680, -1.97663], [-4.37647, 2.78635, -0.47677], [1.65670, 0.26780, 5.26362], [-4.16111, -2.23599, -4.19760], [-3.19929, -2.57240, -2.26158], [-4.16124, 2.23553, 2.82645], [-4.14720, -0.60011, -4.75085], [3.18637, 0.64973, -2.65505], [-0.19930, -3.39513, -6.32520], [-1.27987, -0.04494, -0.46700], [-0.01211, 0.38247, 1.48917], [4.74227, -0.58452, -2.27264], [3.31665, 1.40132, -4.17915], [-3.44867, -1.35058, -0.98310], [1.73104, 0.44028, 1.18124], [-2.39986, -1.22384, 1.85587], [-0.87778, 2.43034, 3.45765], [3.11518, -1.12104, -1.86522], [2.41722, 1.73956, 4.72374], [-1.49260, -2.63038, 2.54682], [-5.30459, 2.64221, 1.06703], [3.67590, 1.45050, -0.74099], [3.07306, -1.80039, 3.25405], [4.69546, 2.84029, -0.61528], [-2.86266, 1.14979, 2.71153], [-0.83428, -3.81750, -2.61098], [2.23649, -2.75850, -2.30126], [-0.64343, -1.51105, 5.39804], [-0.07189, 3.55222, 2.39741], [-0.09172, 5.78715, 2.71614], [-1.12365, -2.10623, -5.55859]]}

{"formula": "C5H7NO", "method": "ωB97M-V with the def2-TZVPD basis set", "mol_weight_g_mol": 97.117, "orbital_gap_ev": 9.649, "e_tot_ha": -324.56672, "e_above_lowest_ev": 4.292, "charge": 0, "homo_energy_ev": -9.5, "elements": ["O", "N", "C", "C", "C", "C", "C", "H", "H", "H", "H", "H", "H", "H"], "positions_angstrom": [[-1.86854, -0.71632, -1.90237], [-1.20094, 0.34830, 0.05333], [1.54541, 0.41613, 0.42401], [-1.56882, 0.28436, -1.29024], [1.32142, -0.91284, 0.57698], [1.12443, 1.58459, 0.16638], [-0.69245, -0.76015, 0.59111], [-0.71802, -0.81865, 1.67465], [1.45021, -1.37737, 1.55218], [-0.08710, 1.35244, 0.14743], [1.52107, -1.55850, -0.27519], [1.53934, 2.56655, 0.00205], [-0.75800, -1.69501, 0.03864], [-1.60801, 1.28645, -1.75897]]}

{"formula": "C28H33BN7O5PbS8", "method": "ωB97M-V with the def2-TZVPD basis set", "mol_weight_g_mol": 1022.164, "orbital_gap_ev": 7.027, "e_tot_ha": -5249.78660, "e_above_lowest_ev": 0.159, "charge": -1, "homo_energy_ev": -5.0, "elements": ["Pb", "S", "S", "S", "S", "S", "S", "S", "S", "O", "O", "O", "O", "O", "N", "N", "N", "N", "N", "N", "N", "C", "C", "C", "C", "C", "C", "C", "C", "C", "C", "C", "C", "C", "C", "C", "C", "C", "C", "C", "C", "C", "C", "C", "C", "C", "C", "C", "C", "B", "H", "H", "H", "H", "H", "H", "H", "H", "H", "H", "H", "H", "H", "H", "H", "H", "H", "H", "H", "H", "H", "H", "H", "H", "H", "H", "H", "H", "H", "H", "H", "H", "H"], "positions_angstrom": [[0.69734, 0.52404, 0.10952], [2.23612, -4.25090, -2.84554], [-1.79962, 2.01311, 0.55249], [1.25652, 1.46775, 2.64412], [-0.44052, 0.64970, 4.92671], [-0.75265, -1.83077, 0.04104], [1.14155, -1.57516, 5.74966], [3.08593, -1.48095, 3.55552], [-1.45825, -1.09262, 7.12074], [0.96993, -4.11436, -3.52879], [-2.58150, -1.92757, -6.10937], [4.67935, -1.59175, -0.92876], [3.16291, -5.26280, -3.26019], [3.06222, -0.38174, 0.05175], [-1.98384, -1.60670, 2.44105], [-0.11585, 0.46018, -2.90499], [-3.19817, 0.61185, -1.37222], [-2.44798, 2.54256, -2.04468], [2.99172, -2.82438, -2.97035], [-3.21504, -0.83748, 0.81994], [-1.52192, -3.17692, -4.53917], [0.98832, 0.35579, 3.95014], [-3.15195, -1.15441, 3.01282], [-0.61840, 0.13738, -5.61944], [-0.76832, -0.60862, -3.35783], [1.25619, -5.66861, 2.94824], [-1.02692, -0.82182, -4.70648], [2.82927, -4.20556, -0.17176], [3.68954, -0.84094, -0.94847], [-2.03342, -1.39694, 1.10922], [-3.90802, -0.67790, 1.99988], [0.70981, -5.18464, -0.78484], [-1.78086, -2.02373, -5.19329], [-1.80308, 3.83530, -2.06193], [-3.56186, 0.77868, -2.69222], [4.20699, -0.12375, 3.14360], [2.20707, -1.59892, -2.79366], [1.88152, -4.53405, -1.13449], [-0.92763, -2.32947, 3.12019], [-3.10806, 1.97544, -3.11542], [0.30045, 1.35669, -3.79419], [1.44921, -5.25221, 1.51560], [-0.31278, -0.68645, 5.99958], [2.60253, -4.56520, 1.14341], [3.12743, -0.47956, -2.32906], [0.06814, 1.24728, -5.15704], [1.72440, -0.70742, 4.34497], [0.50192, -5.54149, 0.53997], [-2.51061, 1.69618, -0.97872], [-3.86063, -0.57175, -0.56797], [5.19433, -0.57853, 3.07543], [3.93039, 0.30733, 2.18772], [-1.15980, 3.91372, -2.93874], [-5.00992, -0.26136, -0.34670], [-1.11540, -1.31002, -2.60493], [4.19594, 0.61954, 3.93724], [-4.11427, 0.01848, -3.21614], [-3.31459, -1.19723, 4.07570], [0.03644, -1.86338, 2.92494], [3.72856, -3.65757, -0.42706], [-1.20935, 3.93018, -1.15639], [1.74085, -1.34786, -3.74718], [-1.13999, -2.32423, 4.18685], [-0.02911, -5.40703, -1.54273], [-3.77884, -1.55562, -1.26506], [-0.68376, -3.30792, -3.98873], [-2.54568, 4.63386, -2.08749], [-0.84433, 0.00011, -6.66909], [3.94488, -0.36252, -3.04238], [-0.41377, -6.05128, 0.81637], [-3.16450, 2.45875, -4.07443], [0.42439, 2.01227, -5.83384], [0.84970, 2.20490, -3.39532], [0.26268, -6.08516, 3.11393], [1.99003, -6.42664, 3.22982], [-4.87989, -0.22134, 2.00941], [2.55828, 0.44989, -2.28534], [1.39383, -4.82326, 3.62409], [-0.89450, -3.35394, 2.75429], [1.40305, -1.74714, -2.06128], [3.33376, -4.29892, 1.89688], [3.89072, -2.79425, -2.48601], [-1.97211, -4.00391, -4.89451]]}

{"formula": "C5H10N2O", "method": "ωB97M-V with the def2-TZVPD basis set", "multiplicity": 2, "mol_weight_g_mol": 114.148, "orbital_gap_ev": [8.408, 4.572], "e_tot_ha": -380.92403, "e_above_lowest_ev": 1.516, "charge": 1, "homo_energy_ev": [-12.7, -12.7], "s2": 0.76, "elements": ["O", "N", "N", "C", "C", "C", "C", "C", "H", "H", "H", "H", "H", "H", "H", "H", "H", "H"], "positions_angstrom": [[-0.95107, -4.00763, 1.30672], [0.70602, 3.34814, 0.73072], [-0.46859, 1.48414, 0.31148], [-0.32876, 2.53872, 1.08396], [1.33159, 2.76471, -0.33951], [-1.10044, -3.50966, 0.00756], [0.59355, 1.52336, -0.54451], [0.67499, 0.23801, -1.31095], [-0.28052, -3.99429, -0.56951], [-0.30089, -0.18065, -1.46980], [-1.75139, -3.80566, 1.79420], [-2.04929, -3.77609, -0.44843], [1.06360, 3.94488, 1.46795], [-0.93678, 2.76945, 1.95167], [1.18359, 0.30591, -2.28066], [-0.91197, -2.43277, -0.19602], [2.20913, 3.19255, -0.80852], [1.31722, -0.40314, -0.68635]]}

{"formula": "CH5NO", "method": "ωB97M-V with the def2-TZVPD basis set", "mol_weight_g_mol": 47.057, "orbital_gap_ev": 8.730, "e_tot_ha": -170.93989, "e_above_lowest_ev": 3.872, "charge": 0, "homo_energy_ev": -9.0, "elements": ["O", "N", "C", "H", "H", "H", "H", "H"], "positions_angstrom": [[-1.87460, 1.17602, -0.35471], [0.02171, -0.73931, -0.27804], [1.27350, -0.68583, 0.10102], [-2.20363, 0.40577, 0.12112], [-1.07178, 0.74941, -0.71240], [0.16838, 0.14220, 0.42786], [2.05273, -0.06307, -0.40020], [1.63371, -0.98519, 1.09536]]}